*a*
The following is a DFT calculation (ωB97M-V/def2-TZVPD) of a 2-piece molecular cluster, C7H13N2 overall.

Properties
Charge: +1
E_HOMO, eV: -14.381

Each line ends with the Mulliken charge.
Element x y z (Å)
C: 3.03 0.01 0.76  -0.5098
C: 3.23 -1.05 1.29  -0.2001
C: 1.45 -1.65 -1.63  -0.1857
C: -0.44 0.83 1.31  -1.3935
C: -1.76 1.75 -0.64  -1.4701
C: -1.96 -0.64 -0.05  -1.4559
C: -1.02 0.52 -0.08  1.4046
N: 0.78 -0.71 -1.20  0.2355
N: 0.26 0.24 -0.80  -0.2012
H: 3.29 0.97 0.30  0.3420
H: 3.08 -1.96 1.87  0.3720
H: 1.33 -2.04 -2.65  0.2888
H: 1.95 -2.29 -0.91  0.2336
H: 0.23 0.10 1.72  0.3983
H: 0.32 1.67 1.28  0.3540
H: -1.39 0.92 1.84  0.3982
H: -1.87 1.72 -1.70  0.4132
H: -1.35 2.71 -0.41  0.3886
H: -2.75 1.72 -0.11  0.3763
H: -1.53 -1.49 0.62  0.3308
H: -2.85 -0.25 0.29  0.5065
H: -2.04 -1.06 -1.11  0.3738

---

*b*
The following is a DFT calculation (ωB97M-V/def2-TZVPD) of an isolated ion of composition C7H13N2 and charge +1.

Properties
SMILES: C=N[C@@H](C(=C)C)[N+](=C)C
Charge: +1
E_HOMO, eV: -13.449

Each line ends with the Mulliken charge.
Element x y z (Å)
C: 1.88 1.97 -0.64  -0.4013
N: 1.10 1.30 0.13  -0.5045
C: 0.17 0.44 -0.54  0.1055
C: 0.66 -0.95 0.00  0.1106
C: 1.07 -1.84 -0.84  -0.8330
C: 0.78 -0.83 1.45  -1.1763
N: -1.09 0.69 -0.01  0.1508
C: -1.44 1.61 0.83  -0.1355
C: -2.23 -0.11 -0.63  -0.8596
H: 2.70 2.60 -0.29  0.3121
H: 1.93 1.58 -1.74  0.2202
H: 0.15 0.55 -1.66  0.7760
H: 0.94 -1.72 -1.98  0.2429
H: 1.82 -2.52 -0.49  0.3449
H: -0.23 -0.55 1.97  0.2318
H: 1.11 -1.75 1.93  0.4352
H: 1.31 0.07 1.74  0.3607
H: -0.72 2.19 1.27  0.3544
H: -2.50 1.86 1.06  0.2187
H: -3.12 0.01 -0.09  0.3430
H: -1.92 -1.11 -0.74  0.3605
H: -2.40 0.30 -1.66  0.3429

---

So which one wins? Going from most stable to least: *b*, *a*.